Record 1
87
Properties=species:S:1:pos:R:3:mulliken_charge:R:1 method="wB97M-V/def2-TZVPD" homo_lumo_gap_ha="0.2108 / 0.2095"
Ti -0.171 0.948 -0.493 -2.054
C -2.686 -2.866 1.403 -1.041
C -2.485 -2.983 2.895 1.483
C -3.413 -3.659 3.687 -0.839
C -3.227 -3.824 5.054 -0.631
C -2.093 -3.308 5.663 -0.608
C -1.170 -2.609 4.899 -0.577
C -1.365 -2.445 3.534 -0.489
N -0.376 -1.707 2.798 0.357
C -0.683 -0.710 1.915 -0.349
N -1.747 0.027 2.242 0.308
C -2.501 0.961 1.459 -0.568
C -2.143 1.261 0.145 0.180
C -3.023 2.129 -0.523 0.200
C -4.140 2.686 0.080 -1.281
C -4.423 2.376 1.403 -0.806
C -3.615 1.503 2.116 1.282
C -3.939 1.147 3.547 -1.558
N 0.018 -0.521 0.824 1.717
C 1.168 -1.364 0.602 -1.641
C 1.088 -2.349 -0.379 -0.344
C 2.175 -3.161 -0.652 -1.069
C 3.354 -2.995 0.066 -0.867
C 3.425 -2.017 1.044 -0.748
C 2.349 -1.179 1.330 2.412
C 2.488 -0.101 2.385 -1.595
H -1.743 -2.997 0.869 0.012
H -3.091 -1.892 1.114 0.146
H -3.381 -3.630 1.057 0.526
H -4.294 -4.078 3.209 0.422
H -3.968 -4.358 5.641 0.397
H -1.929 -3.440 6.726 0.399
H -0.286 -2.173 5.356 0.470
H 0.501 -2.167 2.611 0.444
H -2.135 -0.204 3.139 0.204
H -2.830 2.388 -1.557 0.420
H -4.783 3.365 -0.469 0.448
H -5.284 2.819 1.895 0.370
H -4.780 1.738 3.904 0.416
H -3.097 1.344 4.220 0.370
H -4.214 0.090 3.655 0.313
H 0.167 -2.451 -0.938 0.318
H 2.105 -3.914 -1.430 0.447
H 4.218 -3.615 -0.145 0.410
H 4.354 -1.875 1.591 0.492
H 3.498 0.310 2.368 0.495
H 2.312 -0.499 3.390 0.338
H 1.800 0.723 2.226 0.136
N 2.872 -0.214 -3.301 -0.169
C 4.055 -0.456 -2.587 0.113
C 4.965 -1.421 -3.007 -0.749
C 6.149 -1.619 -2.310 -0.647
C 6.423 -0.879 -1.166 -0.666
C 5.496 0.056 -0.724 -0.720
C 4.327 0.280 -1.440 0.919
S 3.171 1.500 -0.938 -0.426
N 1.714 0.795 -1.469 0.492
C 1.697 0.129 -2.621 0.376
C 0.446 -0.266 -3.093 0.577
C 0.201 -0.786 -4.394 -1.140
C -1.056 -1.096 -4.785 -0.848
C -2.138 -0.895 -3.867 -0.896
C -1.882 -0.384 -2.644 -0.791
N -0.616 -0.052 -2.194 1.471
H 2.732 -0.841 -4.072 0.171
H 4.744 -2.012 -3.894 0.381
H 6.855 -2.365 -2.659 0.385
H 7.347 -1.032 -0.618 0.379
H 5.685 0.634 0.177 0.436
H 1.023 -0.905 -5.093 0.455
H -1.242 -1.475 -5.785 0.425
H -3.157 -1.138 -4.140 0.445
H -2.678 -0.215 -1.939 0.461
I -1.228 5.981 -5.437 0.069
C -0.681 5.228 -3.572 -0.301
C -0.641 3.857 -3.382 -0.650
C -0.276 3.374 -2.137 -0.543
C 0.032 4.231 -1.086 0.540
C -0.016 5.597 -1.301 -0.856
C -0.367 6.106 -2.544 -0.420
C 0.369 3.739 0.303 -0.256
O 0.547 4.503 1.205 -0.678
O 0.423 2.412 0.428 0.301
H -0.886 3.175 -4.186 0.525
H -0.234 2.299 -2.022 2.075
H 0.220 6.256 -0.474 0.505
H -0.401 7.176 -2.708 0.388


Record 2
92
Properties=species:S:1:pos:R:3:mulliken_charge:R:1 method="wB97M-V/def2-TZVPD" spin_multiplicity=3 e_above_lowest_kj_mol=293.36 total_charge=+1 homo_lumo_gap_ha="0.2653 / 0.2617" s2=2.01
Ni 16.053 10.355 15.445 -0.435
O 15.038 14.349 15.493 -0.616
C 15.157 13.146 15.660 -0.121
N 16.240 12.286 15.485 0.393
C 17.523 12.725 15.276 0.171
O 17.951 13.867 15.026 -0.661
C 18.517 11.658 15.299 0.498
C 19.888 11.972 15.383 -0.565
C 20.856 10.979 15.116 -0.643
C 20.352 9.674 14.944 -0.849
C 18.974 9.438 15.031 -0.293
N 18.064 10.387 15.209 0.622
C 13.981 12.318 15.915 0.637
C 12.809 12.860 16.475 -0.776
C 11.741 12.089 16.896 -0.408
C 11.869 10.718 16.762 -1.134
C 13.095 10.226 16.354 0.005
N 14.149 10.950 15.973 0.349
H 20.163 12.951 15.756 0.508
H 21.911 11.205 14.967 0.467
H 21.014 8.843 14.868 0.470
H 18.612 8.415 14.975 0.400
H 12.741 13.956 16.425 0.466
H 10.809 12.523 17.233 0.452
H 11.115 10.068 17.092 0.768
H 13.236 9.135 16.347 0.345
S 15.170 11.650 8.817 -0.214
C 15.308 11.219 10.480 0.920
C 16.481 10.610 10.877 -1.131
C 16.461 10.067 12.182 0.127
N 15.503 10.315 13.101 0.320
C 14.373 10.923 12.672 -0.658
C 14.219 11.285 11.349 -1.023
C 13.611 11.139 8.302 0.295
C 12.485 11.956 8.397 -0.090
C 11.225 11.544 7.898 -0.366
N 11.076 10.323 7.335 -0.541
C 12.198 9.612 7.144 -0.303
C 13.459 9.936 7.568 -0.302
H 17.290 10.384 10.185 0.398
H 17.331 9.480 12.559 0.229
H 13.631 11.182 13.428 0.623
H 13.204 11.673 11.109 0.346
H 12.590 12.919 8.881 0.483
H 10.364 12.251 8.006 0.317
H 12.041 8.679 6.615 0.354
H 14.302 9.246 7.495 0.360
N 5.353 10.712 16.436 -0.330
C 5.671 11.609 15.481 0.284
O 4.900 12.425 14.963 -0.613
C 7.058 11.527 14.879 0.899
C 7.275 12.233 13.724 -0.342
C 8.534 12.197 13.113 -0.409
N 9.515 11.415 13.540 -0.504
C 9.274 10.720 14.623 -0.600
C 8.115 10.829 15.414 -0.303
H 4.461 10.798 16.891 0.256
H 6.072 10.188 16.926 0.187
H 6.493 12.823 13.249 0.444
H 8.775 12.859 12.267 0.375
H 10.084 10.036 14.898 0.570
H 8.124 10.293 16.392 0.111
C 19.343 11.333 22.642 -1.498
C 19.206 10.271 21.574 0.979
C 19.336 8.923 21.919 -0.813
C 18.980 7.963 21.014 -0.187
C 18.629 8.272 19.665 0.058
N 18.056 7.298 18.783 -0.209
C 17.121 6.440 19.342 0.385
O 17.019 6.198 20.540 -0.621
N 16.229 5.911 18.410 -0.149
C 15.933 6.477 17.146 0.014
C 15.636 5.609 16.044 -0.525
C 15.616 6.176 14.788 -0.798
C 15.737 7.560 14.636 -0.431
N 15.972 8.432 15.641 1.246
C 15.990 7.886 16.889 -0.934
C 18.757 9.625 19.296 -0.111
C 18.993 10.646 20.253 -0.795
H 20.376 11.701 22.802 0.281
H 19.072 10.818 23.543 0.408
H 18.683 12.149 22.511 0.397
H 19.728 8.580 22.902 0.359
H 18.928 6.917 21.333 0.363
H 17.776 7.611 17.882 0.210
H 15.449 5.400 18.833 0.301
H 15.682 4.520 16.146 0.451
H 15.466 5.624 13.852 0.442
H 15.695 7.998 13.621 0.319
H 16.251 8.593 17.711 0.893
H 18.598 9.846 18.265 0.354
H 19.105 11.689 19.905 0.394


Record 3
87
Properties=species:S:1:pos:R:3:mulliken_charge:R:1 method="wB97M-V/def2-TZVPD" spin_multiplicity=5 e_above_lowest_kj_mol=0.00 total_charge=+3 homo_lumo_gap_ha="0.2674 / 0.2055" s2=6.06
Os 0.688 -0.386 -0.020 3.359
O 2.183 -0.769 2.760 -0.796
S 0.923 -0.165 2.344 1.213
C -0.415 -1.077 3.128 1.098
C -0.758 -0.911 4.462 -0.785
C -1.625 -1.807 5.054 -1.060
C -2.158 -2.868 4.322 -0.860
C -1.860 -2.995 2.987 -0.566
C -0.997 -2.082 2.372 -0.136
P -0.694 -2.272 0.628 0.761
C 0.063 -3.858 0.365 1.144
C 1.446 -3.901 0.377 -0.667
C 2.085 -5.112 0.190 -0.872
C 1.364 -6.275 0.033 -0.691
C -0.016 -6.234 0.132 -0.878
C -0.696 -5.031 0.228 -0.577
C -2.274 -2.215 -0.160 0.941
C -3.317 -1.432 0.359 -1.025
C -4.496 -1.311 -0.340 -0.750
C -4.625 -1.909 -1.581 -0.680
C -3.612 -2.712 -2.098 -1.115
C -2.464 -2.897 -1.355 -0.598
C 0.827 1.494 2.894 0.558
C 1.187 1.808 4.215 -0.745
C 0.997 3.123 4.603 -0.882
C 0.534 4.074 3.700 -0.949
C 0.311 3.760 2.358 -0.320
C 0.454 2.428 1.927 -0.392
P 0.492 2.048 0.152 0.294
C -0.884 2.973 -0.507 0.948
C -0.650 4.188 -1.135 -0.467
C -1.747 4.960 -1.553 -0.858
C -3.039 4.533 -1.258 -0.572
C -3.258 3.338 -0.613 -0.563
C -2.209 2.516 -0.244 -0.503
C 2.080 2.597 -0.498 0.409
C 3.071 3.062 0.386 -0.666
C 4.305 3.466 -0.112 -0.724
C 4.553 3.375 -1.485 -0.746
C 3.538 3.007 -2.366 -0.807
C 2.310 2.595 -1.867 0.110
H -0.343 -0.151 5.102 0.428
H -1.926 -1.684 6.088 0.454
H -2.819 -3.542 4.836 0.482
H -2.317 -3.781 2.396 0.453
H 2.041 -2.998 0.520 0.558
H 3.156 -5.127 0.096 0.487
H 1.820 -7.261 -0.185 0.410
H -0.581 -7.145 0.025 0.457
H -1.764 -5.024 0.255 0.498
H -3.166 -0.938 1.322 0.409
H -5.327 -0.764 0.093 0.526
H -5.564 -1.829 -2.097 0.506
H -3.774 -3.197 -3.048 0.537
H -1.690 -3.549 -1.710 0.652
H 1.559 1.026 4.865 0.722
H 1.176 3.404 5.617 0.501
H 0.442 5.113 4.053 0.432
H 0.052 4.535 1.657 0.584
H 0.343 4.577 -1.256 0.548
H -1.570 5.867 -2.068 0.554
H -3.928 5.165 -1.555 0.386
H -4.265 3.053 -0.358 0.484
H -2.403 1.572 0.254 0.399
H 2.850 3.108 1.459 0.283
H 5.076 3.837 0.552 0.486
H 5.517 3.692 -1.918 0.419
H 3.716 3.158 -3.421 0.491
H 1.543 2.318 -2.575 0.197
C 4.085 -0.408 0.041 -0.759
O 2.741 -0.824 -0.394 -0.571
H 4.576 0.177 -0.761 0.256
H 4.668 -1.314 0.214 0.452
H 3.983 0.122 0.971 0.239
H 2.787 -1.630 -0.910 0.225
C -2.351 0.627 -3.445 -0.444
S -0.897 1.646 -3.871 0.091
C 0.287 0.447 -4.403 -0.142
C 0.789 -0.585 -3.625 0.116
S 0.058 -1.109 -2.136 -0.492
S 2.017 -1.544 -4.365 0.172
C 1.990 -0.739 -5.850 0.079
S 2.862 -1.380 -7.090 0.082
S 0.954 0.599 -5.975 0.081
H -3.200 1.323 -3.410 0.503
H -2.286 0.095 -2.505 -0.240
H -2.531 -0.064 -4.269 0.423


Record 4
101
Properties=species:S:1:pos:R:3:mulliken_charge:R:1 method="wB97M-V/def2-TZVPD" total_charge=-1 homo_lumo_gap_ha=0.2267
Sn -0.256 -0.561 -0.103 1.493
N -1.753 0.387 -4.920 0.092
C -0.624 0.540 -4.190 -0.657
N -0.508 1.306 -3.172 -0.405
C -1.623 1.991 -2.708 0.067
N -1.518 2.697 -1.641 -0.700
N -0.362 2.620 -0.979 0.542
C 0.348 3.669 -0.909 -1.255
C 1.719 3.658 -0.387 1.158
C 2.319 4.839 0.058 -0.871
C 3.669 4.843 0.358 -0.395
C 4.395 3.677 0.167 -1.120
C 3.711 2.547 -0.260 -0.024
N 2.410 2.522 -0.510 0.168
C -2.845 1.982 -3.509 0.851
C -3.942 2.798 -3.242 -0.124
C -5.051 2.767 -4.064 -0.920
C -5.082 1.918 -5.165 -0.431
C -4.000 1.110 -5.452 -0.853
C -2.878 1.139 -4.628 0.004
H -1.808 -0.302 -5.650 0.281
H 0.244 -0.015 -4.517 0.669
H 0.030 4.606 -1.381 0.326
H 1.730 5.741 0.160 0.449
H 4.156 5.744 0.707 0.418
H 5.462 3.647 0.343 0.437
H 4.232 1.615 -0.439 0.464
H -3.898 3.439 -2.374 0.460
H -5.906 3.393 -3.846 0.401
H -5.955 1.895 -5.804 0.416
H -4.009 0.456 -6.315 0.394
O -1.436 3.443 7.373 -0.593
N -0.503 2.923 6.784 0.904
O 0.659 3.046 7.128 -0.598
C -0.814 2.110 5.621 0.106
C -2.042 1.530 5.608 -0.592
C -2.465 0.715 4.529 1.409
C -3.726 0.092 4.499 -0.992
C -4.035 -0.722 3.444 -1.288
C -3.091 -0.881 2.419 -0.608
N -1.936 -0.256 2.389 0.674
C -1.605 0.514 3.431 -1.419
C -0.296 1.126 3.436 -0.347
N 0.503 0.867 2.393 0.712
C 1.720 1.356 2.381 -0.662
C 2.217 2.177 3.397 -1.270
C 1.413 2.465 4.472 -1.028
C 0.117 1.916 4.537 1.210
H -2.704 1.676 6.450 0.512
H -4.423 0.267 5.310 0.426
H -4.988 -1.226 3.378 0.480
H -3.282 -1.540 1.581 0.749
H 2.317 1.081 1.522 0.914
H 3.219 2.577 3.333 0.565
H 1.786 3.083 5.271 0.472
F -0.190 -4.420 -4.480 -0.287
C -0.228 -3.112 -4.207 0.571
F -1.530 -2.763 -4.150 -0.146
F 0.251 -2.479 -5.324 -0.335
C 0.621 -2.708 -2.924 -0.431
O 1.601 -3.408 -2.732 -0.697
O 0.172 -1.695 -2.334 0.260
B -0.666 -4.099 3.339 0.754
C -0.473 -3.078 2.185 -0.277
N -0.335 -2.298 1.345 -0.607
H -1.760 -3.894 3.816 -0.190
H 0.224 -3.922 4.139 -0.198
H -0.602 -5.212 2.874 -0.170
Cl -3.588 1.044 0.093 -0.128
C -3.652 -0.437 -0.806 1.596
C -2.553 -1.298 -0.775 -2.067
C -2.774 -2.539 -1.379 1.344
Cl -1.604 -3.795 -1.183 -0.142
C -3.935 -2.853 -2.085 -0.321
Cl -4.126 -4.383 -2.853 -0.206
C -4.977 -1.935 -2.135 0.321
Cl -6.430 -2.306 -2.983 -0.229
C -4.858 -0.738 -1.439 -0.340
Cl -6.227 0.305 -1.322 -0.185
C 6.055 -1.243 1.087 -1.542
C 4.636 -0.723 1.296 -0.542
P 3.230 -1.430 0.272 1.066
C 3.964 -1.766 -1.398 -0.742
C 3.757 -0.625 -2.395 -1.145
C 3.290 -3.143 0.987 -0.882
C 2.339 -4.109 0.281 -0.934
H 6.743 -0.724 1.758 0.441
H 6.397 -1.067 0.068 0.304
H 6.128 -2.310 1.298 0.330
H 4.636 0.362 1.166 0.197
H 4.325 -0.907 2.329 0.417
H 3.413 -2.632 -1.767 0.109
H 5.022 -2.031 -1.320 0.657
H 3.967 -0.970 -3.410 0.469
H 4.420 0.218 -2.191 0.337
H 2.723 -0.275 -2.363 0.028
H 2.984 -3.028 2.031 0.389
H 4.312 -3.531 0.966 0.383
H 1.403 -3.612 0.036 -0.085
H 2.109 -4.960 0.923 0.406
H 2.767 -4.481 -0.648 0.379


Record 5
86
Properties=species:S:1:pos:R:3:mulliken_charge:R:1 method="wB97M-V/def2-TZVPD" e_above_lowest_kj_mol=46.38 total_charge=+1 homo_lumo_gap_ha=0.2715
Ga -1.422 0.387 -0.155 -0.827
I -1.506 1.864 2.345 0.226
C 0.355 1.751 3.299 0.508
C 0.234 1.900 4.656 -0.869
C 1.355 2.007 5.492 -0.981
C 2.587 2.001 4.921 -0.950
C 2.747 1.840 3.524 1.534
C 4.072 1.863 3.028 -0.845
C 4.324 1.725 1.700 -1.191
C 3.241 1.507 0.840 -0.946
C 1.929 1.425 1.263 0.687
P 0.919 0.997 -0.214 1.662
C 1.326 2.381 -1.325 1.065
C 1.702 2.199 -2.652 -0.457
C 2.034 3.296 -3.436 -0.728
C 2.002 4.574 -2.901 -0.715
C 1.650 4.757 -1.570 -0.568
C 1.317 3.666 -0.785 -0.994
C 1.664 -0.501 -0.942 1.061
C 1.128 -0.979 -2.138 -0.144
C 1.613 -2.140 -2.718 -1.157
C 2.629 -2.852 -2.100 -1.022
C 3.143 -2.405 -0.892 -0.733
C 2.659 -1.244 -0.310 -0.566
C 1.624 1.659 2.651 -0.392
H -0.751 1.957 5.099 0.437
H 1.225 2.122 6.558 0.434
H 3.479 2.118 5.522 0.427
H 4.877 2.006 3.737 0.426
H 5.329 1.762 1.305 0.475
H 3.467 1.381 -0.212 0.585
H 1.764 1.212 -3.086 0.392
H 2.329 3.143 -4.465 0.497
H 2.266 5.425 -3.513 0.424
H 1.640 5.750 -1.140 0.472
H 1.065 3.818 0.257 0.524
H 0.326 -0.454 -2.641 0.197
H 1.193 -2.485 -3.654 0.524
H 3.008 -3.760 -2.549 0.447
H 3.916 -2.968 -0.386 0.442
H 3.062 -0.932 0.642 0.227
Cl -6.320 3.177 -4.626 -0.201
C -5.305 2.662 -3.326 0.239
C -4.022 2.222 -3.598 -0.758
C -3.239 1.826 -2.531 1.505
Cl -1.615 1.249 -2.822 -0.167
C -3.666 1.838 -1.208 -1.130
O -2.901 1.472 -0.185 0.058
C -4.972 2.287 -0.985 0.151
Cl -5.561 2.323 0.636 -0.202
C -5.785 2.697 -2.026 -0.618
H -3.644 2.194 -4.609 0.506
H -6.790 3.037 -1.821 0.475
O -2.391 4.860 -1.086 -0.240
C -1.691 4.074 -0.690 0.258
C 1.557 -5.330 0.403 -1.970
C 1.031 -4.012 0.900 0.210
C 1.513 -3.452 2.078 -1.055
C 1.008 -2.247 2.541 0.686
C 1.520 -1.651 3.824 -1.297
C 0.011 -1.607 1.808 0.400
C -0.500 -2.144 0.621 -0.555
C 0.042 -3.357 0.184 0.093
N -1.534 -1.463 -0.060 1.568
C -2.591 -2.235 -0.783 2.074
C -3.091 -3.406 0.072 -1.655
C -2.144 -2.680 -2.184 -1.166
C -3.801 -1.327 -1.000 -2.473
H 2.547 -5.542 0.807 0.404
H 1.619 -5.343 -0.686 0.374
H 0.898 -6.147 0.703 0.421
H 2.275 -3.970 2.648 0.380
H 2.125 -2.370 4.374 0.436
H 0.702 -1.331 4.471 0.317
H 2.143 -0.777 3.629 0.018
H -0.437 -0.715 2.228 0.615
H -0.302 -3.816 -0.727 0.275
H -2.298 -4.018 0.489 0.275
H -3.727 -4.050 -0.535 0.471
H -3.691 -3.026 0.901 0.420
H -1.259 -3.309 -2.201 0.156
H -1.927 -1.798 -2.794 0.140
H -2.953 -3.226 -2.670 0.560
H -4.147 -0.878 -0.069 0.431
H -4.617 -1.920 -1.413 0.617
H -3.594 -0.546 -1.733 0.369